This record from OMol25 describes an isolated molecule of C3H5N3S in a non-equilibrium geometry. The level of theory is ωB97M-V/def2-TZVPD.

```
12
Properties=species:S:1:pos:R:3:lowdin_charge:R:1
C -0.36 1.43 -1.44 -0.058
C 0.02 0.23 -0.64 -0.421
N -0.83 -0.83 -0.76 0.087
N -0.45 -1.56 0.32 -0.036
C 0.44 -0.89 1.09 -0.780
S 1.25 -1.41 2.55 0.743
N 0.82 0.22 0.44 0.087
H -1.39 1.71 -1.62 0.061
H 0.07 2.41 -1.17 0.077
H -0.19 1.21 -2.54 0.087
H -0.97 -2.44 0.72 0.201
H 1.59 -0.09 3.04 -0.049
```

Values from the calculation:
HOMO energy in eV: -8.965
Net charge: 0
Frontier orbital gap in Ha: 0.34998

This record from OMol25 describes an isolated molecule of C23H24FN3O6S2 in a non-equilibrium geometry. The level of theory is ωB97M-V/def2-TZVPD.

```
59
Properties=species:S:1:pos:R:3:lowdin_charge:R:1
C -7.26 -3.32 -0.34 -0.089
O -6.91 -2.24 -1.17 -0.082
C -5.59 -1.95 -1.33 -0.275
C -5.30 -0.88 -2.18 0.016
C -4.00 -0.51 -2.43 -0.007
C -2.94 -1.19 -1.81 -0.272
N -1.62 -0.80 -2.10 -0.158
C -0.55 -1.78 -2.10 -0.077
C 0.17 -1.81 -0.74 -0.453
O -0.27 -2.43 0.20 0.066
N 1.28 -1.03 -0.73 0.143
C 2.06 -0.67 0.37 -0.208
C 1.84 -1.14 1.66 -0.018
C 2.65 -0.68 2.68 -0.064
C 3.67 0.23 2.45 -0.028
C 3.91 0.69 1.15 -0.243
N 4.94 1.60 0.90 -0.215
C 5.73 2.11 1.99 -0.079
S 5.20 2.27 -0.62 0.637
C 3.82 3.41 -0.82 -0.092
O 5.13 1.26 -1.63 -0.281
O 6.40 3.04 -0.53 -0.295
C 3.09 0.24 0.13 0.018
S -1.11 0.77 -1.83 0.707
O 0.17 0.90 -2.47 -0.287
O -2.14 1.68 -2.22 -0.255
C -0.84 0.97 -0.06 -0.255
C 0.17 1.84 0.31 -0.061
C 0.46 2.03 1.64 0.009
C -0.28 1.34 2.58 -0.270
F 0.01 1.50 3.89 0.072
C -1.30 0.48 2.23 0.023
C -1.59 0.30 0.89 -0.030
C -3.23 -2.25 -0.96 -0.025
C -4.54 -2.63 -0.73 -0.008
H -6.94 -3.16 0.69 0.095
H -8.35 -3.37 -0.37 0.093
H -6.85 -4.27 -0.71 0.096
H -6.12 -0.36 -2.65 0.121
H -3.78 0.32 -3.08 0.107
H -0.99 -2.76 -2.30 0.144
H 0.14 -1.51 -2.90 0.124
H 1.48 -0.51 -1.57 0.124
H 1.05 -1.85 1.85 0.103
H 2.48 -1.03 3.69 0.112
H 4.27 0.55 3.28 0.097
H 5.12 2.65 2.71 0.098
H 6.46 2.79 1.55 0.074
H 6.27 1.31 2.49 0.100
H 2.89 2.87 -0.66 0.033
H 3.94 4.20 -0.09 0.070
H 3.86 3.81 -1.82 0.073
H 3.27 0.55 -0.89 0.095
H 0.71 2.35 -0.47 0.105
H 1.25 2.70 1.96 0.124
H -1.86 -0.04 2.99 0.127
H -2.39 -0.36 0.59 0.110
H -2.43 -2.78 -0.47 0.103
H -4.72 -3.47 -0.07 0.105
```

Values from the calculation:
HOMO energy in eV: -8.416
Net charge: 0
Frontier orbital gap in Ha: 0.32777

This record from OMol25 describes a structure of composition C47H44CdFN7O6S5Te in a non-equilibrium geometry. The level of theory is ωB97M-V/def2-TZVPD.

```
112
Properties=species:S:1:pos:R:3:lowdin_charge:R:1
Cd 0.22 0.06 -1.37 1.231
C -4.22 -5.18 1.37 -0.030
C -3.55 -4.68 2.66 -0.292
C -2.97 -5.82 3.49 -0.153
C -1.80 -5.45 4.39 -0.143
C -0.72 -4.85 3.57 -0.127
C 0.68 -5.06 3.72 0.064
C 1.58 -4.47 2.85 -0.293
F 2.85 -4.89 2.99 0.055
C 1.24 -3.68 1.84 0.068
C -0.11 -3.46 1.66 -0.036
C -0.51 -2.42 0.67 -0.324
O 0.31 -2.11 -0.19 -0.063
C -1.88 -1.98 0.77 -0.021
C -2.77 -2.72 1.51 0.017
N -2.45 -3.80 2.29 0.016
C -1.07 -4.05 2.46 -0.080
C -2.53 -0.75 0.08 -0.634
O -3.74 -0.53 0.21 0.010
O -1.82 -0.05 -0.69 -0.190
H -5.08 -5.84 1.43 0.078
H -3.45 -5.66 0.75 0.098
H -4.57 -4.38 0.77 0.027
H -4.24 -4.15 3.31 0.147
H -2.54 -6.60 2.82 0.135
H -3.67 -6.32 4.08 0.088
H -1.51 -6.30 5.10 0.139
H -2.11 -4.68 5.12 0.129
H 0.98 -5.70 4.47 0.092
H 1.99 -3.27 1.20 0.130
H -3.78 -2.27 1.42 0.150
N -3.46 6.87 0.61 0.140
C -2.74 6.01 0.38 -0.176
C -1.92 4.85 0.00 -0.209
C -1.08 4.87 -1.12 0.022
C -0.40 3.66 -1.52 -0.122
N -0.66 2.55 -0.85 0.044
C -1.40 2.54 0.29 -0.141
C -2.03 3.65 0.75 -0.020
H -0.94 5.85 -1.58 0.119
H 0.22 3.61 -2.39 0.071
H -1.47 1.60 0.78 0.074
H -2.63 3.59 1.66 0.130
N -5.88 -2.93 -1.19 0.148
C -4.86 -2.80 -1.78 -0.158
C -3.63 -2.55 -2.51 -0.213
C -2.69 -3.58 -2.79 -0.008
C -1.59 -3.26 -3.60 -0.151
N -1.43 -2.08 -4.16 0.044
C -2.26 -1.09 -3.85 -0.165
C -3.34 -1.29 -3.01 -0.020
H -2.88 -4.54 -2.36 0.097
H -0.88 -4.06 -3.87 0.109
H -2.07 -0.12 -4.28 0.002
H -3.89 -0.44 -2.70 0.076
C -3.87 2.11 -1.92 -0.358
S -4.22 2.30 -3.71 0.798
C -3.04 3.52 -4.22 -1.026
C -1.74 3.25 -4.54 -1.193
S -0.74 1.89 -4.40 0.462
S -0.94 4.66 -5.27 0.847
C -2.28 5.73 -5.40 -1.533
S -2.14 7.31 -5.95 0.384
S -3.69 5.02 -4.77 0.867
H -4.64 1.43 -1.62 0.022
H -3.86 3.03 -1.36 0.035
H -2.95 1.63 -1.84 -0.025
C 6.30 2.84 -0.92 -0.053
C 5.43 1.82 -1.61 -0.287
C 4.94 2.09 -2.86 -0.070
C 4.02 1.32 -3.52 -0.309
C 3.29 1.87 -4.77 -0.118
C 3.49 0.18 -2.86 -0.511
Te 1.67 -0.76 -3.56 0.717
C 4.04 -0.15 -1.61 -0.339
C 3.58 -1.36 -0.87 -0.120
C 4.97 0.66 -1.01 -0.046
H 6.29 3.78 -1.46 0.065
H 7.36 2.49 -0.83 0.082
H 6.00 3.04 0.08 0.046
H 5.21 3.13 -3.26 0.127
H 3.62 2.99 -5.16 0.128
H 2.23 1.93 -4.57 -0.035
H 3.33 1.14 -5.56 0.041
H 2.54 -1.58 -0.98 -0.037
H 3.82 -1.31 0.16 0.056
H 4.11 -2.20 -1.34 0.087
H 5.32 0.52 -0.04 0.096
C 2.64 3.62 0.93 -0.072
C 3.26 2.54 1.82 -0.182
C 2.23 1.62 2.51 -0.278
C 3.09 0.53 3.24 -0.150
C 2.50 -0.17 4.48 -0.070
C 1.39 2.34 3.56 -0.431
O 1.64 3.38 4.08 0.100
N 0.22 1.66 3.90 0.175
C -0.29 0.52 3.26 -0.584
O -1.14 -0.12 3.84 0.053
N 0.17 0.27 1.99 0.185
C 1.29 0.85 1.54 -0.409
O 1.72 0.75 0.34 -0.106
H 3.42 4.33 0.71 0.058
H 1.79 4.14 1.47 0.094
H 2.23 3.29 -0.01 0.054
H 4.05 2.80 2.52 0.111
H 3.74 1.87 1.08 0.093
H 4.08 0.96 3.45 0.109
H 3.25 -0.22 2.44 0.118
H 2.05 0.54 5.14 0.063
H 3.11 -0.97 4.89 0.071
H 1.63 -0.77 4.12 0.073
H -0.36 2.08 4.60 0.146
```

Values from the calculation:
HOMO energy in eV: -2.388
Net charge: -2
Frontier orbital gap in Ha: 0.21353

This record from OMol25 describes a structure of composition C11H11Cl2LuO3PSm in a non-equilibrium geometry. The level of theory is ωB97M-V/def2-TZVPD.

```
30
Properties=species:S:1:pos:R:3:lowdin_spin:R:1
Lu -0.09 -0.77 -6.84 0.000
Sm -0.61 -1.00 -0.86 5.230
Cl -1.13 1.36 -6.81 0.000
Cl 1.47 -2.36 -0.94 -0.037
C -1.00 -2.36 0.96 -0.010
C -0.63 -0.41 -9.13 0.000
C 0.10 -2.40 -8.51 0.000
O -1.16 -3.19 1.77 0.006
O -0.85 -0.44 -10.27 0.000
O 0.16 -3.09 -9.46 0.000
C -1.70 2.46 1.62 -0.019
P -0.89 0.89 1.17 -0.087
C 0.53 1.27 -0.03 -0.023
C 0.16 0.45 2.59 -0.010
C 1.17 -0.52 2.44 -0.008
C 1.73 -1.09 3.58 -0.003
C 1.30 -0.69 4.86 -0.020
C 0.29 0.27 4.99 0.000
C -0.27 0.87 3.86 -0.012
H -2.12 2.92 0.71 0.000
H -1.05 3.20 2.12 -0.003
H -2.53 2.21 2.30 0.000
H 1.16 2.00 0.50 -0.004
H 1.21 0.35 -0.23 -0.001
H 0.14 1.73 -0.96 0.000
H 1.51 -0.86 1.44 0.000
H 2.49 -1.86 3.47 0.000
H 1.75 -1.14 5.75 -0.001
H -0.08 0.56 5.97 0.000
H -1.05 1.64 3.94 0.000
```

Values from the calculation:
HOMO energy (spin up / spin down) in eV: -18.878 / -18.977
Net charge: +4
Spin multiplicity: 6
Expectation value of S²: 8.885
Frontier orbital gap (spin up / spin down) in Ha: 0.11830 / 0.12190